Record 1
Below is 10 unconnected molecules or ions with the total composition C36H54F4N6O12 in a non-equilibrium geometry, with properties calculated with ωB97M-V/def2-TZVPD.

Structure (XYZ):
```
112
Properties=species:S:1:pos:R:3:forces:R:3:lowdin_charge:R:1
H 0.462787 -2.417181 4.124218 -0.2 0.0 0.0 0.13
C 4.427597 -0.705851 -5.107152 0.1 1.5 0.1 -0.26
H -2.122623 2.372869 -4.657482 -0.7 -0.3 -0.2 0.09
O -5.778713 -2.663571 -2.296172 -0.6 0.8 -0.8 0.10
C -7.064873 -3.204611 4.157878 -0.2 -0.6 -0.6 -0.22
H -5.728403 -4.259021 -0.870042 -0.1 0.1 -0.8 0.17
H -4.318923 1.764449 2.614768 0.1 0.7 0.2 0.10
N -1.354493 3.606829 -0.407222 -1.7 -0.7 2.7 0.16
C 0.336057 3.419809 -4.810082 -0.8 0.4 0.7 -0.19
H -3.396003 4.085539 1.882378 -0.4 0.0 -0.3 0.12
O 2.519017 4.535479 4.075808 -0.3 -0.5 0.3 0.09
H -1.872503 0.829329 -3.806172 0.2 0.1 -0.1 0.07
C 3.564967 -1.913581 -5.052532 -0.7 -0.3 -0.3 -0.11
C -2.035033 -3.640631 -3.598462 0.7 -1.7 0.6 -0.25
H -3.981333 -2.359981 0.334368 -0.4 -0.3 0.0 0.11
O -0.840353 0.259809 0.182448 -0.9 -0.4 0.7 0.04
H 5.335117 -0.812171 -4.512852 0.1 -0.1 -0.1 0.12
N -7.549953 -4.187501 3.781128 0.6 1.1 0.4 0.14
C -4.432833 -1.839551 3.189328 0.2 -0.2 0.4 -0.11
H 0.517347 1.039359 -1.136222 0.1 -0.6 -0.2 0.09
H -6.064823 -2.132541 5.630948 0.5 0.0 -0.1 0.12
C -1.998443 3.371849 0.550128 1.3 0.6 -3.2 -0.20
H -2.037713 -3.245661 -5.648892 -0.1 0.1 0.1 0.12
H 5.016267 0.179949 0.205818 0.2 -0.1 0.0 0.06
H 2.314887 -0.368611 0.017358 -0.4 0.3 -0.7 0.13
H -4.748833 -2.783001 2.744178 0.1 0.1 -0.4 0.07
C 7.915787 -0.776411 2.402197 0.3 0.1 -0.7 -0.23
O -1.617593 -1.722491 1.037248 2.2 1.5 -1.0 0.12
H 1.205787 3.823979 -4.292102 0.2 -0.1 -0.2 0.12
H -7.377743 -1.327471 4.914758 -0.2 0.1 0.0 0.11
C -5.642723 -1.085591 3.686718 -0.2 -1.0 -0.1 -0.25
C -4.253763 -2.574081 -0.699092 0.0 -2.4 1.9 -0.10
C 0.393347 0.934619 -0.058372 1.1 -1.4 -1.5 -0.07
H 2.589957 -1.653621 -5.464672 -0.1 -0.2 -0.2 0.07
H 0.628097 1.575759 -3.866962 0.0 -0.4 0.0 0.07
N -2.027903 -4.456571 -2.775482 -0.2 1.0 -0.7 0.16
C 0.648747 3.145169 -6.214462 0.3 -0.6 -3.0 -0.21
H 4.704107 -0.504131 -6.142022 0.3 -0.2 0.0 0.11
O 3.767447 3.563189 2.511878 -1.2 -1.5 -1.0 0.12
F -6.518833 -2.629891 -0.110902 -1.4 0.5 0.1 0.07
H -5.126173 0.695729 0.560298 0.1 0.1 -0.1 0.06
C -4.590663 1.640779 0.469708 0.7 1.0 0.6 -0.07
C 2.353727 -1.405741 4.588438 -2.6 -0.4 0.5 -0.26
F 2.599597 -0.119451 4.912718 0.8 0.4 0.1 0.07
C -6.505913 -1.928081 4.655378 -0.7 0.4 0.3 -0.19
H 6.469357 -1.891171 1.193538 0.4 0.3 -0.1 0.11
H 3.431877 6.106579 3.279458 0.4 0.2 -0.2 0.14
N 0.857377 2.929339 -7.354082 -0.5 0.5 3.4 0.13
H 3.367427 -2.280171 -4.045212 0.3 -0.1 0.0 0.08
H -0.428233 4.190989 -4.713992 0.1 0.4 -0.6 0.12
H -1.150463 -1.152341 -2.613482 -0.3 -0.1 0.1 0.06
O 2.930547 -2.286751 5.550488 2.4 1.4 -2.5 0.15
H 2.945307 0.960219 -5.348202 -0.4 -0.7 -0.2 0.11
C 4.663477 4.302539 3.200968 -0.5 2.8 1.3 -0.35
H 4.026217 -2.658611 -5.700812 -0.3 -0.4 0.3 0.08
H 4.557247 -0.929981 2.415258 -0.3 0.2 0.0 0.07
N 2.834757 0.807129 -2.251222 -0.7 0.2 2.0 0.18
O 0.869917 -2.240631 6.128028 -1.7 0.3 0.8 0.06
C -4.966373 -1.505311 -2.453682 -1.2 0.7 -2.7 -0.48
C -2.854713 3.154389 1.714848 0.5 1.0 0.8 -0.19
H -6.262893 -0.874301 2.815608 -0.1 0.4 0.1 0.11
H -3.856233 -1.216401 2.505718 0.1 -0.3 -0.1 0.05
C -5.665083 -3.177801 -0.992672 3.3 1.3 0.5 -0.29
C -0.217723 2.252029 -3.990872 1.5 -1.1 0.8 -0.28
C 3.706977 5.281029 3.935878 0.8 1.0 -0.7 -0.06
O -4.247573 -1.366401 -1.362392 0.5 1.4 -1.1 0.08
H -3.803123 -2.130821 4.029988 0.2 0.1 0.0 0.08
F 5.346527 3.576729 4.111078 0.4 -0.8 0.2 0.08
H 4.501137 1.434529 1.330298 -0.4 -0.4 0.2 0.04
C -0.696943 -1.004851 0.684888 0.0 0.1 0.8 -0.47
O 0.666257 -1.284191 0.811188 -1.4 1.1 -0.5 0.09
H 0.403027 -0.631441 -3.038632 0.3 0.0 -0.4 0.04
H 0.189427 -2.285001 -2.540632 -0.2 -0.3 -0.4 0.08
C 5.450217 -0.308671 2.346988 -0.1 -0.2 -1.4 -0.21
C -3.689293 1.900069 1.735408 -0.5 -1.5 -1.3 -0.23
C 3.244217 0.732029 -3.304712 1.0 -0.7 -2.6 -0.19
O -4.955463 -0.789961 -3.457592 -0.1 -2.3 3.1 0.12
C -1.956053 -2.705001 -4.705962 0.4 1.4 0.5 -0.15
C 3.745947 0.605779 -4.699012 -0.1 1.2 0.7 -0.17
H 4.423277 1.449749 -4.829582 0.5 -0.1 0.2 0.12
H -0.439183 2.565689 -2.970742 0.1 0.6 0.0 0.09
O 2.386847 -3.297211 7.482358 -0.9 2.1 -2.6 0.13
C 2.515857 3.603839 3.116068 -1.2 -1.6 -0.3 -0.48
H 0.496047 1.986499 0.208288 -0.5 -0.4 1.3 0.11
F 1.839447 0.400879 1.694868 0.9 0.9 3.0 0.09
H 2.657907 -1.602571 3.560418 0.5 -0.2 0.4 0.15
C -0.600283 -1.844341 -4.628572 -0.5 -2.5 1.8 -0.18
C 1.422647 -0.049521 0.556048 -1.1 -1.4 -1.9 -0.32
O 1.593007 2.879139 2.824777 1.8 1.6 0.4 0.15
H 0.106227 -2.660381 -4.780292 0.5 0.4 -1.0 0.09
H -2.851763 -2.111341 -4.523292 -0.1 0.5 -0.6 0.10
H 5.371917 4.839279 2.569998 0.0 -0.4 -0.2 0.17
H -2.145573 3.158689 2.542618 0.0 -0.2 0.3 0.12
H -0.560523 -1.057181 -5.381502 0.0 -0.1 0.3 0.09
H -2.968863 1.088229 1.835328 0.0 -0.3 -0.3 0.09
N 8.934597 -0.271001 2.600858 -0.7 -0.4 -0.1 0.13
H -5.316383 -0.164021 4.168698 -0.3 0.0 0.1 0.10
H -1.248233 1.091279 -5.477412 -0.1 -0.1 0.0 0.07
C -0.258313 -1.491981 -3.139612 -0.7 1.3 -0.3 -0.11
C 5.271857 0.688859 1.135208 0.1 -0.1 1.1 -0.08
H -5.294253 2.460369 0.323688 -0.4 0.0 0.4 0.07
H 5.532457 0.216179 3.298758 0.3 0.0 -0.1 0.11
C 6.581707 -1.374961 2.146958 0.1 1.0 1.1 -0.18
H 6.126647 1.349059 0.988338 0.5 -0.5 -0.1 0.07
H -3.522213 -3.270441 -1.108992 0.3 0.2 -0.1 0.11
H -4.034803 1.701469 -0.465942 0.4 -0.6 0.1 0.07
H 0.144427 -0.783021 4.768318 0.4 0.0 0.3 0.14
H 6.497487 -2.146201 2.912598 -0.3 -0.1 0.1 0.11
C -1.432893 1.543129 -4.502822 -0.3 0.9 -0.8 -0.09
C 0.801967 -1.650751 4.821098 2.1 -1.1 0.0 -0.01
H 4.100837 5.737389 4.844008 -0.3 -0.7 0.2 0.14
C 2.097567 -2.625861 6.490318 -0.8 -2.5 2.9 -0.57
```
Positions in Å, forces in eV/Å.

As for the HOMO-LUMO gap: 11.2157 eV. The calculation puts the LUMO energy at 0.1 eV. The calculation puts the total energy at -82585.87300 eV. The SMILES is O=C1OC[C@@H](F)O1.O=C1OC[C@@H](F)O1.O=C1OC[C@@H](F)O1.O=C1OC[C@@H](F)O1.CCCC#N.CCCC#N.CCCC#N.CCCC#N.CCCC#N.CCCC#N. The calculation puts the molecular weight at 838.85 g mol⁻¹. Its HOMO energy is -11.08 eV.

Record 2
Below is 7 unconnected molecules or ions with the total composition C36H54FN8O, with properties calculated with ωB97M-V/def2-TZVPD.

Structure (XYZ):
```
100
Properties=species:S:1:pos:R:3:forces:R:3:mulliken_spin:R:1
C -0.497456 7.812421 -6.584800 0.0 0.0 0.0 0.00
H -0.213561 6.289049 -1.162993 0.0 0.0 0.0 0.00
H 1.996588 -3.356541 2.599403 0.0 0.0 -0.1 0.00
C -3.253929 7.181770 0.327580 0.0 0.0 -0.1 0.00
C 5.930215 -2.569214 3.030911 0.0 0.0 0.0 0.00
H 5.853838 -3.982314 1.284667 0.0 0.0 0.0 0.00
C 1.351771 -0.199178 -0.638336 0.0 0.0 0.0 0.03
H 1.705517 -1.585467 4.153325 0.0 0.0 0.0 -0.01
N -1.916246 -3.613890 0.613209 0.0 0.0 0.1 0.00
H 3.316415 -0.839388 2.418906 0.0 0.0 0.0 0.02
C 5.440085 -3.148113 1.828791 0.0 -0.1 0.0 0.00
C -1.617113 3.530515 -2.153311 0.0 0.0 0.0 0.00
H -2.516863 2.997708 -2.410654 0.0 0.0 0.0 0.00
H -7.352171 -4.660031 -3.069950 0.0 0.0 0.0 0.00
H 3.640955 -2.580826 0.641663 0.0 0.0 0.0 0.00
H 0.986588 -0.422543 -1.642181 0.0 0.1 0.0 0.00
H -1.600879 -1.080307 2.742909 0.0 0.0 0.0 -0.01
H -5.526050 5.593142 2.027820 0.0 0.0 0.0 0.00
H -5.029002 -1.305544 1.188681 0.0 0.1 0.0 0.00
C 0.251574 -0.466025 0.402342 0.0 -0.1 0.0 -0.02
C 1.005021 -3.303084 2.147526 0.0 0.0 0.1 0.03
H 1.681113 0.838190 -0.616363 0.0 0.0 0.1 0.00
C -0.308734 3.124787 -2.122750 0.0 0.0 0.0 0.00
C 0.634456 -1.670056 3.984280 -0.1 0.0 0.0 0.02
C -3.009400 -1.446013 0.703240 0.1 0.0 0.0 0.00
H -2.943571 7.627795 -0.603470 0.0 0.0 0.0 0.00
H 1.127566 -3.419693 1.071649 -0.1 0.0 0.0 -0.01
H -1.171656 1.050956 -0.178356 0.0 0.1 0.0 0.00
C 10.267922 -4.794959 -0.544879 0.0 0.0 0.0 0.00
C 8.444931 -3.494152 -0.749330 0.0 0.0 0.0 0.00
H -0.827326 8.231889 -7.519708 0.0 0.0 0.0 0.00
C 5.075548 -1.548191 3.362648 0.0 0.0 0.0 0.00
H 9.586280 -4.018697 -2.533900 0.0 0.0 0.0 0.00
H 11.147778 -5.373903 -0.770885 0.0 0.0 0.0 0.00
C -4.128511 -1.628970 1.717808 0.0 0.0 0.0 0.00
H -6.696788 -7.142598 -2.219478 0.0 0.0 0.0 0.00
H 0.255840 -2.495084 4.591264 0.0 0.0 0.0 0.00
H -3.318872 6.202220 3.467325 0.0 0.0 0.0 0.00
H -1.810746 -3.826894 -0.371455 0.0 0.0 0.0 0.00
C 0.579667 8.114106 -5.795245 0.0 0.0 0.0 0.00
H 10.041609 -4.971629 1.666010 0.0 0.0 0.0 0.00
H -1.138559 0.765405 1.576132 0.0 -0.1 -0.1 -0.01
C -6.572910 -4.971581 -2.395662 0.0 0.0 0.0 0.00
O 1.614824 0.020252 2.227536 0.2 -0.2 -0.1 0.49
H -1.136473 -1.257661 -1.009024 0.0 0.0 0.0 0.00
H 0.019589 -2.426829 -0.416951 0.0 0.0 0.0 0.00
C -1.674183 -2.190173 0.880137 0.0 0.0 0.1 -0.02
H -5.741752 -3.071868 -1.965532 0.0 0.0 0.0 0.00
H -0.943950 5.651800 -4.190019 0.0 0.0 0.0 0.00
H -1.650648 7.507643 1.769395 0.0 0.0 0.0 0.00
C -0.389877 5.277222 -1.485426 0.0 0.0 0.0 0.00
N 0.914191 -0.890551 1.667560 -0.4 0.5 0.2 0.47
H -4.084080 -4.150133 -0.478652 0.0 -0.1 0.0 0.00
H -1.272741 -4.200673 1.126892 0.1 0.0 -0.1 0.00
H 0.426727 -4.150621 2.522664 0.0 0.0 0.1 0.00
H 2.219049 -0.832004 -0.447622 0.0 0.0 0.0 -0.01
H 0.159249 -0.745396 4.311184 0.0 0.0 0.0 0.01
C -0.528874 0.826142 0.673909 0.0 0.0 0.0 0.02
C -5.110421 -6.050806 -1.070571 0.0 0.0 0.0 0.00
F -3.499824 -1.805986 -0.569824 0.0 -0.1 -0.1 0.00
H -3.974669 -0.887628 2.507423 0.0 0.0 0.0 0.00
H -5.391437 -3.026620 2.752360 0.0 0.0 0.0 0.00
C 0.538542 7.242920 -4.671877 0.0 0.0 0.0 0.00
H 1.239028 7.202440 -3.854525 0.0 0.0 0.0 0.00
C -1.189228 -2.002455 2.325557 0.0 -0.1 0.0 0.02
H 1.317290 8.871711 -6.000885 0.0 0.0 0.0 0.00
N -1.186135 6.795215 -5.981309 0.0 0.0 0.0 0.00
H 0.050235 2.139862 -2.372857 0.0 0.0 0.0 0.00
N -5.724324 -4.064994 -1.822349 0.0 0.0 0.0 0.00
H 5.086973 -0.862777 4.192960 0.0 0.0 0.0 0.00
H -2.791415 -0.379375 0.635546 -0.1 0.0 0.0 0.00
N 8.623167 -3.818559 0.566074 0.0 0.0 0.0 0.00
C -0.562831 6.441993 -4.815141 0.0 0.0 0.0 0.00
C 9.450404 -4.086297 -1.467429 0.0 0.0 0.0 0.00
C 0.472159 4.234790 -1.699423 0.0 0.0 0.0 0.00
H -5.153068 6.475553 -0.283751 0.0 0.0 0.0 0.00
C 4.306158 -2.459059 1.479702 0.1 0.1 0.0 0.00
C -4.830598 -4.710457 -1.013986 0.0 0.0 -0.1 0.00
C 9.730545 -4.608446 0.701517 0.0 0.0 0.0 0.00
C -0.633908 -1.609362 -0.104786 0.1 0.0 0.0 0.02
H 6.801390 -2.865386 3.593099 0.0 0.0 0.0 0.00
H -2.019645 6.369876 -6.341881 0.0 0.0 0.0 0.00
N 4.093619 -1.490893 2.417671 0.0 0.0 0.0 0.00
H -1.584800 -2.815424 2.938441 0.0 0.0 0.0 0.00
H -3.695781 -3.226977 3.148653 0.0 0.0 -0.1 0.00
N -1.654236 4.842831 -1.767341 0.0 0.0 0.0 0.00
H 7.622566 -2.872111 -1.059106 0.0 0.0 0.0 0.00
H -4.582902 -6.826407 -0.540341 0.0 0.0 0.0 0.00
C 0.331253 -1.972249 2.523174 0.2 -0.1 -0.1 -0.05
H -2.479560 5.406915 -1.680549 0.0 0.0 0.1 0.00
C -3.499836 6.428598 2.430098 0.0 0.0 0.0 0.00
C -2.626665 7.113129 1.541854 0.0 0.0 0.0 0.00
H -4.301760 -3.799675 1.598337 -0.1 0.1 0.1 0.00
H 8.029951 -3.508986 1.315501 0.0 0.1 0.0 0.00
C -4.628777 6.105687 1.726344 0.0 0.0 0.0 0.00
N -4.472394 6.566252 0.447527 0.0 0.0 0.0 0.00
H 1.540855 4.262971 -1.567336 0.0 0.0 0.0 0.00
C -4.384578 -3.002572 2.333841 -0.1 -0.1 0.0 0.00
C -6.217384 -6.216745 -1.948315 0.0 0.0 0.0 0.00
H 0.160059 1.657289 0.807465 0.0 0.0 0.0 0.01
```
Positions in Å, forces in eV/Å.

Its spin multiplicity is 2. As for the HOMO-LUMO gap (alpha / beta): 8.3155 / 8.2043 eV. The calculation puts the LUMO energy (alpha / beta) at 0.3 / 0.2 eV. The calculation puts the total energy at -54891.23265 eV. The calculation puts the molecular weight at 633.88 g mol⁻¹. Its HOMO energy (alpha / beta) is -8.05 / -8.05 eV.